Molecular formula: C38H40N4O10P
Method: DFT, the ωB97M-V functional and the def2-TZVPD basis

The geometry in XYZ format:
```
93
C38H40N4O10P (the ωB97M-V functional and the def2-TZVPD basis)
C 4.693 -2.056 -0.885
C 3.359 -1.314 -0.489
C 2.684 -0.524 -1.660
C 2.305 -1.397 -2.915
C 0.774 -1.239 -3.337
C -0.132 -1.709 -2.140
N -1.526 -1.112 -2.256
C -2.294 -1.980 -1.448
N -3.460 -1.822 -0.879
N -1.598 -3.255 -1.208
C -0.569 -3.204 -2.278
P 0.662 -4.585 -1.933
N 1.851 -4.196 -0.947
H 4.724 -2.400 -1.944
H 4.871 -2.912 -0.180
H 5.560 -1.363 -0.727
H 3.638 -0.563 0.300
H 2.670 -2.030 0.021
H 1.792 0.003 -1.239
H 3.416 0.246 -2.010
H 2.887 -1.073 -3.817
H 2.494 -2.491 -2.792
H 0.572 -1.842 -4.264
H 0.575 -0.165 -3.596
H 0.161 -1.333 -1.123
H -1.581 -0.132 -1.967
H -3.664 -2.426 -0.055
H -4.197 -1.211 -1.220
H -1.124 -3.047 -0.312
H -0.989 -3.325 -3.306
H 1.179 -5.024 -3.187
H -0.091 -5.642 -1.334
H 1.820 -4.782 -0.113
C 6.414 3.370 -1.861
C 6.331 4.643 -1.472
C 5.313 5.082 -0.494
O 5.233 6.240 -0.141
C 4.391 4.053 0.041
C 4.475 2.782 -0.346
C 5.494 2.344 -1.325
O 5.568 1.179 -1.675
H 7.150 3.033 -2.572
H 6.997 5.408 -1.851
H 3.653 4.393 0.757
H 3.809 2.016 0.035
C 2.862 -2.980 3.428
C 3.703 -3.696 4.173
C 4.945 -3.101 4.715
O 5.711 -3.752 5.391
C 5.216 -1.681 4.398
C 4.374 -0.966 3.652
C 3.133 -1.561 3.112
O 2.364 -0.908 2.433
H 1.949 -3.399 3.023
H 3.520 -4.736 4.415
H 6.129 -1.263 4.802
H 4.557 0.073 3.410
C 4.377 4.161 -6.021
C 3.207 3.902 -6.607
C 2.354 2.783 -6.152
O 1.289 2.543 -6.684
C 2.847 1.964 -5.024
C 4.015 2.222 -4.438
C 4.869 3.342 -4.891
O 5.937 3.584 -4.358
H 5.014 4.975 -6.340
H 2.831 4.491 -7.433
H 2.210 1.149 -4.705
H 4.390 1.632 -3.615
C -6.518 -1.443 2.710
C -6.740 -0.919 3.915
C -5.645 -0.761 4.896
O -5.845 -0.286 5.992
C -4.293 -1.206 4.489
C -4.073 -1.730 3.284
C -5.171 -1.886 2.306
O -4.969 -2.366 1.197
H -7.307 -1.567 1.980
H -7.718 -0.588 4.227
H -3.503 -1.083 5.219
H -3.092 -2.063 2.969
C -9.631 3.073 2.297
C -10.769 3.690 2.613
C -11.493 3.371 3.863
O -12.529 3.931 4.151
C -10.906 2.342 4.750
C -9.768 1.724 4.433
C -9.044 2.044 3.183
O -8.003 1.481 2.893
H -9.088 3.292 1.387
H -11.212 4.446 1.977
H -11.449 2.122 5.660
H -9.325 0.969 5.070
```

Output
Strongest force on any atom ... 3.269 eV/Å
Kohn-Sham gap ... 0.2787 Ha
Lowest unoccupied orbital energy ... -0.1508 hartree
E_tot ... -75765.017 eV
HOMO level ... -11.69 eV
2S+1 ... 1
Charge ... +1